No. 1
44
Properties=species:S:1:pos:R:3 method="wB97M-V/def2-TZVPD" homo_energy_ev=-3.8 energy_ha=-4418.6875 charge=-1
C -3.2065 -2.5602 -0.0283
C -3.0760 -2.1512 1.2370
C -1.7521 -1.8426 1.8762
N -1.4014 -0.4044 1.5894
C -0.8160 0.2518 2.7139
C -1.5633 1.1487 3.4641
C -1.0159 1.7879 4.5667
C 0.3018 1.5437 4.9321
C 1.0679 0.6580 4.1918
C 0.5101 0.0194 3.0910
S 1.4673 -1.0889 2.0989
C 0.8120 -0.6060 0.5309
C 1.6289 -0.5153 -0.5818
C 1.1309 -0.1142 -1.8144
C 2.1410 -0.0084 -2.9299
Br 1.6348 -0.9349 -4.5591
C 2.5392 1.4491 -3.1972
C 3.5472 1.9510 -2.1397
C -0.2364 0.1935 -1.8956
P -1.1190 0.7111 -3.3800
N -1.8817 -0.4174 -4.1608
C -1.0462 0.0961 -0.7697
C -0.5414 -0.3052 0.4528
H -4.1251 -2.3534 -0.5689
H -2.3979 -3.1283 -0.5375
H -3.9631 -2.0464 1.8593
H -1.8206 -1.9622 2.9578
H -0.9781 -2.5051 1.4834
H -2.5906 1.3275 3.1743
H -1.6128 2.4905 5.1324
H 0.7288 2.0619 5.7801
H 2.1044 0.4585 4.4297
H 2.6822 -0.7450 -0.4913
H 3.0308 -0.5211 -2.5755
H 3.0315 1.5288 -4.1643
H 1.6586 2.0868 -3.1855
H 3.7541 1.1968 -1.3811
H 4.5038 2.1966 -2.5994
H 3.1853 2.8313 -1.6116
H -0.1897 1.3550 -4.2177
H -2.0182 1.7105 -2.9513
H -1.7368 -1.3121 -3.6979
H -2.1048 0.3177 -0.8306
I -0.2670 -3.8496 -1.2927

=====

No. 2
68
Properties=species:S:1:pos:R:3 method="wB97M-V/def2-TZVPD" homo_energy_ev=-17.3 energy_ha=-2186.0015 charge=+3
Sn 1.0259 -0.1662 0.2290
O 5.3146 6.3449 -0.4233
N 4.1619 6.0109 -0.3796
O 3.1973 6.7363 -0.4886
C 3.9009 4.5467 -0.2123
C 4.9725 3.7399 -0.3309
C 4.8365 2.3224 -0.2202
C 5.9451 1.4559 -0.2786
C 5.7362 0.1102 -0.1196
C 4.4341 -0.3566 0.0631
N 3.3620 0.4325 0.0809
C 3.5719 1.7661 -0.0347
C 2.4385 2.6320 0.1044
N 1.2383 2.0346 0.3508
C 0.1809 2.7996 0.6092
C 0.2390 4.1816 0.6148
C 1.4299 4.8056 0.3246
C 2.5808 4.0290 0.0563
H 5.9456 4.1799 -0.5075
H 6.9406 1.8570 -0.4234
H 6.5525 -0.5980 -0.1260
H 4.2855 -1.4130 0.2184
H -0.7398 2.2948 0.8409
H -0.6484 4.7541 0.8455
H 1.4984 5.8821 0.3139
C -2.2521 1.6385 2.5231
C -2.5244 0.2796 1.8803
C -4.0409 0.0396 1.7720
P -1.6833 -0.0847 0.2722
C -1.9620 -1.8535 -0.1357
C -3.2281 -2.1642 -0.9508
C -1.9065 -2.6978 1.1406
C -2.0568 0.9964 -1.1734
C -1.2654 0.4761 -2.3801
C -3.5509 1.1756 -1.4826
H -2.8285 1.6880 3.4468
H -2.5907 2.4688 1.8988
H -1.2088 1.7838 2.8045
H -2.1040 -0.4928 2.5311
H -4.5297 0.7914 1.1571
H -4.4537 0.1226 2.7780
H -4.3035 -0.9458 1.3969
H -1.1106 -2.1145 -0.7680
H -4.1415 -1.8338 -0.4628
H -3.2850 -3.2497 -1.0467
H -3.2001 -1.7510 -1.9560
H -2.7962 -2.5472 1.7520
H -1.0269 -2.5039 1.7611
H -1.8823 -3.7493 0.8563
H -1.6688 1.9865 -0.9268
H -1.6350 -0.4835 -2.7379
H -0.1889 0.3643 -2.1767
H -1.3490 1.1898 -3.1994
H -4.0732 0.2362 -1.6397
H -3.6311 1.7554 -2.4033
H -4.0587 1.7372 -0.7023
Te 1.9262 -2.5852 -0.5641
C 0.5218 -4.1170 -0.4256
C -0.2890 -4.4246 -1.5190
C -1.0594 -5.5743 -1.4723
C -0.9977 -6.4112 -0.3602
C -0.1627 -6.1105 0.7087
C 0.6075 -4.9574 0.6844
H -0.2982 -3.8006 -2.4047
H -1.6856 -5.8370 -2.3146
H -1.5886 -7.3174 -0.3392
H -0.1037 -6.7779 1.5578
H 1.2653 -4.7274 1.5129

=====

no.,frontier orbital gap (eV)
1,6.30
2,6.00